1.
The following is a DFT calculation (ωB97M-V/def2-TZVPD) of an isolated ion of composition C23H45BNO4 and charge +1 at a distorted geometry.

Atoms and positions in Å:
C 6.346 1.191 1.401
C 5.187 1.452 1.563
C 3.737 1.668 1.490
N 3.037 0.468 0.871
C 2.707 0.666 -0.575
C 3.466 -0.191 -1.592
C 4.090 -1.476 -1.012
C 4.307 -2.581 -2.048
C 4.451 -3.963 -1.396
C 5.583 -4.059 -0.340
C 1.176 0.622 -0.807
C 0.751 1.543 -1.962
C -0.738 1.315 -2.339
C -1.618 2.283 -1.531
C -3.136 2.007 -1.640
C -3.663 1.437 -0.297
C -4.975 0.641 -0.432
C -4.776 -0.879 -0.316
C -4.370 -1.340 1.095
C -5.506 -1.325 2.134
C -6.759 -2.127 1.749
O -6.530 -3.519 1.875
C -6.385 -4.211 0.645
O 3.142 2.024 -0.789
C 3.381 2.755 0.394
B 2.217 3.629 1.056
O 0.873 3.463 0.785
O 2.594 4.573 2.006
C 2.192 4.237 3.341
H 7.407 1.166 1.298
H 3.248 1.753 2.459
H 3.589 -0.352 1.147
H 2.155 0.308 1.362
H 4.214 0.407 -2.108
H 2.740 -0.484 -2.356
H 3.481 -1.860 -0.180
H 5.047 -1.192 -0.557
H 3.432 -2.615 -2.707
H 5.158 -2.342 -2.691
H 3.508 -4.201 -0.897
H 4.616 -4.743 -2.138
H 6.448 -4.609 -0.707
H 5.204 -4.617 0.519
H 5.912 -3.089 0.035
H 0.909 -0.418 -1.018
H 0.607 0.927 0.081
H 1.421 1.395 -2.812
H 0.834 2.588 -1.678
H -0.824 1.603 -3.389
H -1.045 0.277 -2.199
H -1.318 2.237 -0.478
H -1.397 3.310 -1.843
H -3.402 1.372 -2.485
H -3.628 2.975 -1.768
H -2.873 0.836 0.164
H -3.836 2.277 0.380
H -5.632 0.944 0.393
H -5.514 0.898 -1.346
H -3.962 -1.146 -1.005
H -5.648 -1.438 -0.657
H -3.578 -0.687 1.474
H -3.980 -2.358 1.008
H -5.797 -0.318 2.445
H -5.119 -1.816 3.033
H -7.169 -1.845 0.777
H -7.527 -1.869 2.488
H -7.225 -4.894 0.491
H -6.309 -3.549 -0.219
H -5.475 -4.817 0.704
H 4.280 3.370 0.331
H 0.449 4.274 0.490
H 3.024 3.748 3.858
H 1.889 5.145 3.855
H 1.343 3.541 3.364

Calculated values
Net charge: +1
E_HOMO, eV: -10.96
LUMO energy, eV: -3.0
Kohn-Sham gap, Ha: 0.29380
SMILES string: C#C[C@@H]1[NH2+][C@@](CCCCC)(CCCCCCCCCCCOC)O[C@H]1B(O)OC
E, Eh: -1283.65103

2.
The following is a DFT calculation (ωB97M-V/def2-TZVPD) of a 9-piece molecular cluster, C23H45Cl16FN overall at a distorted geometry.

Atoms and positions in Å:
C 1.369 3.625 1.483
C -0.026 4.067 2.073
F -0.768 2.888 2.242
C -0.657 5.070 1.053
C -2.227 5.137 1.082
C -2.967 5.643 2.344
N -3.784 4.687 2.680
C -3.727 3.469 1.848
C -2.977 3.881 0.500
H 1.169 3.294 0.432
H 2.048 4.511 1.412
H 1.764 2.788 2.090
H 0.091 4.563 3.060
H -0.363 4.780 0.017
H -0.237 6.082 1.242
H -2.429 5.968 0.345
H -2.873 6.619 2.863
H -4.443 4.717 3.457
H -4.667 2.932 1.603
H -3.187 2.748 2.515
H -2.179 3.147 0.236
H -3.579 3.982 -0.423
Cl -3.459 -0.131 0.174
C -1.851 -0.896 0.083
C -0.743 0.121 -0.064
Cl -0.781 0.936 -1.651
H -1.861 -1.604 -0.745
H -1.714 -1.456 1.007
H 0.225 -0.375 0.015
H -0.797 0.887 0.710
Cl 3.599 7.333 2.548
C 4.272 7.819 0.971
C 3.574 7.130 -0.177
Cl 3.921 5.382 -0.221
H 5.339 7.605 0.977
H 4.140 8.898 0.889
H 3.919 7.544 -1.124
H 2.494 7.258 -0.123
Cl 0.270 -2.347 2.449
C 0.230 -2.700 4.196
C -1.104 -2.352 4.814
Cl -1.389 -0.590 4.851
H 1.046 -2.156 4.669
H 0.422 -3.769 4.309
H -1.133 -2.699 5.847
H -1.928 -2.815 4.275
Cl -7.422 -3.525 -1.178
C -6.420 -2.143 -1.687
C -5.974 -2.256 -3.126
Cl -4.802 -3.578 -3.366
H -5.570 -2.076 -1.009
H -7.030 -1.248 -1.560
H -5.477 -1.335 -3.433
H -6.816 -2.427 -3.794
Cl 0.795 -5.937 5.036
C 2.406 -6.697 4.948
C 3.508 -5.674 4.800
Cl 3.461 -4.865 3.214
H 2.402 -7.403 4.120
H 2.544 -7.256 5.873
H 4.478 -6.163 4.878
H 3.449 -4.906 5.571
Cl 4.994 -8.112 2.575
C 5.150 -7.243 1.027
C 5.787 -8.099 -0.044
Cl 7.505 -8.427 0.294
H 5.721 -6.334 1.207
H 4.143 -6.958 0.722
H 5.747 -7.580 -1.001
H 5.276 -9.054 -0.150
Cl -4.623 0.086 -5.417
C -3.014 -0.678 -5.507
C -1.907 0.340 -5.654
Cl -1.944 1.153 -7.240
H -3.022 -1.383 -6.336
H -2.878 -1.240 -4.583
H -0.939 -0.155 -5.576
H -1.963 1.106 -4.882
Cl 1.316 -1.392 -5.228
C 2.321 -0.011 -5.737
C 2.762 -0.128 -7.178
Cl 3.925 -1.456 -7.417
H 3.173 0.053 -5.061
H 1.715 0.886 -5.609
H 3.262 0.790 -7.486
H 1.916 -0.297 -7.843

Calculated values
Net charge: +1
E_HOMO, eV: -11.95
LUMO energy, eV: -4.2
Kohn-Sham gap, Ha: 0.28336
E, Eh: -8420.82930
ΔE to the lowest compared entry with this formula, charge and spin, eV: 1.342

3.
The following is a DFT calculation (ωB97M-V/def2-TZVPD) of C23H45Cl2F5NO14P3Si2 as an isolated structure at a distorted geometry.

Atoms and positions in Å:
C 5.850 1.447 -0.016
C 5.857 2.667 -0.927
Cl 7.146 2.722 -2.144
C 4.983 3.683 -0.909
Cl 5.124 5.042 -2.005
Si 3.574 3.670 0.341
O 2.042 3.798 -0.334
Si 1.747 2.828 -1.674
C 1.843 0.972 -1.331
C 0.500 0.261 -1.133
O -0.288 0.279 -2.332
C 0.734 -1.263 -0.806
N 1.732 -1.527 0.226
C 0.104 3.443 -2.451
F 0.302 4.803 -2.723
F -0.176 2.873 -3.660
C -1.089 3.369 -1.510
C -2.247 2.661 -1.845
C -3.309 2.570 -0.970
C -3.279 3.171 0.281
C -2.150 3.907 0.613
C -2.016 4.606 1.960
F -2.272 5.922 1.882
F -0.710 4.510 2.357
F -2.737 4.021 2.926
C -1.081 4.001 -0.275
H 6.840 0.978 -0.109
H 5.088 0.749 -0.387
H 5.722 1.680 1.045
H 3.762 4.840 1.218
H 3.593 2.487 1.212
H 2.799 3.125 -2.671
H 2.422 0.848 -0.401
H 2.361 0.482 -2.172
H -0.117 0.660 -0.307
H -0.979 -0.376 -2.170
H -0.223 -1.751 -0.557
H 1.089 -1.697 -1.755
H 1.656 -0.888 1.008
H 2.663 -1.503 -0.168
H -2.288 2.176 -2.819
H -4.196 2.006 -1.265
H -4.091 3.093 1.003
H -0.227 4.599 0.046
C -8.745 -3.306 -2.970
O -7.965 -2.671 -1.952
P -7.067 -1.321 -2.413
O -6.296 -2.128 -3.445
O -6.317 -1.267 -0.993
C -5.685 -2.446 -0.500
O -6.281 0.101 -2.871
C -6.669 0.637 -4.143
H -9.515 -3.903 -2.484
H -9.224 -2.572 -3.615
H -8.108 -3.960 -3.564
H -5.393 -3.121 -1.305
H -6.360 -2.964 0.180
H -4.793 -2.153 0.052
H -7.754 0.657 -4.248
H -6.233 0.041 -4.945
H -6.293 1.656 -4.209
C 7.233 3.760 7.810
O 6.855 2.539 7.158
P 6.389 2.656 5.564
O 5.221 3.588 5.714
O 5.968 1.106 5.518
C 4.950 0.646 6.402
O 6.534 2.660 3.909
C 7.028 3.877 3.325
H 7.831 3.507 8.683
H 7.825 4.392 7.151
H 6.341 4.296 8.132
H 4.269 1.448 6.689
H 5.406 0.218 7.295
H 4.385 -0.131 5.890
H 7.899 4.246 3.865
H 6.244 4.635 3.327
H 7.317 3.666 2.296
C -2.980 -8.761 -2.672
O -2.230 -7.572 -2.948
P -1.782 -6.641 -1.629
O -3.183 -6.337 -1.147
O -1.204 -5.493 -2.594
C -2.073 -4.902 -3.557
O -0.976 -5.961 -0.338
C -1.054 -6.681 0.900
H -2.892 -9.424 -3.532
H -2.596 -9.275 -1.792
H -4.028 -8.507 -2.522
H -3.119 -4.961 -3.253
H -1.946 -5.398 -4.519
H -1.796 -3.854 -3.664
H -0.867 -7.744 0.750
H -2.037 -6.540 1.350
H -0.294 -6.283 1.569

Calculated values
Net charge: 0
E_HOMO, eV: -9.24
LUMO energy, eV: -2.1
Kohn-Sham gap, Ha: 0.26293
E, Eh: -5034.26670

- The lowest E belongs to which entry?
  C23H45Cl16FN